[1]
A 2-piece molecular cluster, C10H16 overall, computed with ωB97M-V/def2-TZVPD.

The SMILES is Cc1ccccc1.CCC. The value obtained for the relative energy (zero: lowest compared OMol25 entry of this formula, charge and spin) is 0.819 eV. The total energy comes out at -10628.9247 eV. As for the gap between HOMO and LUMO: 10.04 eV.

Structure (ORCA input):
```
! wB97M-V def2-TZVPD RIJCOSX def2/J DEFGRID3
* xyz 0 1
C -0.099 0.777 1.109
C -3.740 0.994 0.091
C -2.524 1.222 0.728
C -3.852 -0.131 -0.716
C -1.438 0.374 0.546
C -2.841 -1.077 -0.756
C -1.606 -0.798 -0.180
H -4.494 1.765 0.044
H -2.476 2.110 1.345
H -4.752 -0.303 -1.300
H -3.000 -2.064 -1.162
H 0.686 0.171 0.656
H -0.037 0.504 2.171
H -0.766 -1.463 -0.350
H 0.093 1.849 1.093
C 2.528 -0.716 -0.684
C 3.041 -1.193 0.701
C 2.852 0.719 -1.014
H 2.863 -1.452 -1.420
H 1.466 -0.934 -0.746
H 2.289 -1.017 1.468
H 3.932 -0.602 0.924
H 1.973 1.216 -1.455
H 2.830 1.417 -0.163
H 3.344 -2.234 0.710
H 3.727 0.867 -1.639
*
```

So, what does the natural (NBO) scheme give us? The charges, in e, come out as:
1 C -0.633
2 C -0.204
3 C -0.215
4 C -0.224
5 C -0.010
6 C -0.202
7 C -0.221
8 H 0.213
9 H 0.207
10 H 0.210
11 H 0.212
12 H 0.217
13 H 0.218
14 H 0.208
15 H 0.220
16 C -0.416
17 C -0.606
18 C -0.636
19 H 0.208
20 H 0.194
21 H 0.201
22 H 0.204
23 H 0.217
24 H 0.212
25 H 0.208
26 H 0.218


[2]
A 2-piece molecular cluster, C10H16 overall, computed with ωB97M-V/def2-TZVPD.

The SMILES is CCc1ccccc1.CC. The value obtained for the relative energy (zero: lowest compared OMol25 entry of this formula, charge and spin) is 0.886 eV. The total energy comes out at -10628.8577 eV. As for the gap between HOMO and LUMO: 9.98 eV.

Structure (ORCA input):
```
! wB97M-V def2-TZVPD RIJCOSX def2/J DEFGRID3
* xyz 0 1
C 2.406 2.814 -0.670
C 2.489 2.429 0.809
H 3.285 3.426 -0.835
H 2.689 1.989 -1.333
H 1.445 3.216 -0.976
H 1.586 2.041 1.266
H 2.769 3.298 1.420
H 3.394 1.820 0.902
C -2.131 -1.638 1.244
C -2.881 -0.370 1.690
C -1.161 -1.446 0.107
C -0.410 -0.273 -0.042
C -0.899 -2.538 -0.694
C 0.325 -0.116 -1.212
C -0.056 -2.398 -1.802
C 0.516 -1.171 -2.110
H -1.638 -1.987 2.160
H -2.903 -2.402 1.100
H -3.507 -0.587 2.557
H -0.433 0.547 0.658
H -1.279 -3.517 -0.451
H 1.025 0.713 -1.282
H 0.059 -3.313 -2.369
H 1.030 -1.058 -3.053
H -3.555 0.107 0.975
H -2.162 0.413 1.941
*
```

So, what does the natural (NBO) scheme give us? The charges, in e, come out as:
1 C -0.618
2 C -0.612
3 H 0.210
4 H 0.199
5 H 0.210
6 H 0.204
7 H 0.202
8 H 0.208
9 C -0.426
10 C -0.598
11 C -0.008
12 C -0.225
13 C -0.206
14 C -0.204
15 C -0.202
16 C -0.228
17 H 0.212
18 H 0.211
19 H 0.209
20 H 0.213
21 H 0.209
22 H 0.214
23 H 0.210
24 H 0.215
25 H 0.207
26 H 0.196


[3]
A 2-piece molecular cluster, C10H16 overall, computed with ωB97M-V/def2-TZVPD.

The SMILES is Cc1ccccc1.CCC. The value obtained for the relative energy (zero: lowest compared OMol25 entry of this formula, charge and spin) is 2.449 eV. The total energy comes out at -10627.2948 eV. As for the gap between HOMO and LUMO: 9.84 eV.

Structure (ORCA input):
```
! wB97M-V def2-TZVPD RIJCOSX def2/J DEFGRID3
* xyz 0 1
C -2.351 0.861 1.498
C 0.104 0.849 2.163
C -1.121 0.122 1.888
C 1.291 0.091 2.053
C 1.339 -1.201 1.482
C -1.047 -1.268 1.709
C 0.132 -1.929 1.482
H 0.127 1.914 2.604
H 2.202 0.433 2.373
H -2.588 1.110 0.396
H -2.586 1.747 2.073
H 2.373 -1.669 1.251
H -2.016 -1.880 1.719
H 0.073 -2.936 1.227
H -3.121 0.293 2.001
C 0.481 0.738 -2.769
C 0.538 -0.867 -2.927
C 0.826 1.236 -1.448
H 1.293 1.145 -3.444
H -0.500 0.990 -3.113
H 1.204 -1.421 -3.675
H -0.456 -1.122 -3.260
H 0.061 1.297 -0.621
H 1.715 0.636 -1.076
H 0.654 -1.447 -1.984
H 1.372 2.279 -1.602
*
```

So, what does the natural (NBO) scheme give us? The charges, in e, come out as:
1 C -0.658
2 C -0.223
3 C -0.019
4 C -0.212
5 C -0.211
6 C -0.207
7 C -0.221
8 H 0.229
9 H 0.204
10 H 0.232
11 H 0.220
12 H 0.221
13 H 0.212
14 H 0.213
15 H 0.221
16 C -0.408
17 C -0.631
18 C -0.613
19 H 0.201
20 H 0.202
21 H 0.211
22 H 0.200
23 H 0.219
24 H 0.210
25 H 0.207
26 H 0.203


[4]
A 2-piece molecular cluster, C10H16 overall, computed with ωB97M-V/def2-TZVPD.

The SMILES is CCc1ccccc1.CC. The value obtained for the relative energy (zero: lowest compared OMol25 entry of this formula, charge and spin) is 0.852 eV. The total energy comes out at -10628.8916 eV. As for the gap between HOMO and LUMO: 9.90 eV.

Structure (ORCA input):
```
! wB97M-V def2-TZVPD RIJCOSX def2/J DEFGRID3
* xyz 0 1
C -0.540 -0.251 -3.295
C -1.787 0.071 -2.483
H -0.567 -1.294 -3.587
H -0.378 0.323 -4.211
H 0.279 -0.074 -2.561
H -1.876 -0.755 -1.761
H -2.680 0.144 -3.098
H -1.660 0.948 -1.854
C 0.362 -1.946 0.539
C 0.720 -2.488 1.960
C 0.323 -0.437 0.492
C 1.505 0.328 0.568
C -0.925 0.206 0.643
C 1.503 1.659 0.811
C -0.931 1.594 0.918
C 0.242 2.291 0.936
H 1.005 -2.362 -0.227
H -0.624 -2.296 0.197
H 1.831 -2.564 1.946
H 2.398 -0.310 0.564
H -1.850 -0.363 0.603
H 2.356 2.321 0.919
H -1.912 1.996 1.193
H 0.204 3.369 0.855
H 0.235 -3.453 2.086
H 0.329 -1.752 2.653
*
```

So, what does the natural (NBO) scheme give us? The charges, in e, come out as:
1 C -0.609
2 C -0.601
3 H 0.198
4 H 0.202
5 H 0.208
6 H 0.195
7 H 0.200
8 H 0.209
9 C -0.423
10 C -0.603
11 C -0.015
12 C -0.217
13 C -0.204
14 C -0.210
15 C -0.219
16 C -0.222
17 H 0.208
18 H 0.202
19 H 0.209
20 H 0.207
21 H 0.211
22 H 0.219
23 H 0.215
24 H 0.211
25 H 0.213
26 H 0.215


[5]
A 2-piece molecular cluster, C10H16 overall, computed with ωB97M-V/def2-TZVPD.

The SMILES is Cc1ccccc1.CCC. The value obtained for the relative energy (zero: lowest compared OMol25 entry of this formula, charge and spin) is 1.073 eV. The total energy comes out at -10628.6707 eV. As for the gap between HOMO and LUMO: 9.96 eV.

Structure (ORCA input):
```
! wB97M-V def2-TZVPD RIJCOSX def2/J DEFGRID3
* xyz 0 1
C 2.409 -0.180 -0.486
C 2.907 -1.590 -0.141
C 2.167 0.531 0.869
H 2.884 0.438 -1.253
H 1.406 -0.305 -0.916
H 3.762 -1.908 -0.737
H 1.461 -0.220 1.299
H 3.003 0.520 1.570
H 2.094 -2.308 -0.204
H 3.240 -1.672 0.887
H 1.634 1.475 0.979
C -1.569 -1.087 1.468
C -1.360 -0.476 -0.941
C -1.602 -0.089 0.388
C -1.565 0.479 -1.910
C -2.228 1.132 0.648
C -1.891 1.802 -1.611
C -2.363 2.115 -0.355
H -1.037 -1.505 -1.092
H -1.414 0.181 -2.944
H -0.630 -1.063 2.050
H -1.689 -2.095 1.083
H -2.557 1.377 1.656
H -1.940 2.461 -2.472
H -2.828 3.066 -0.115
H -2.295 -1.076 2.282
*
```

So, what does the natural (NBO) scheme give us? The charges, in e, come out as:
1 C -0.412
2 C -0.615
3 C -0.608
4 H 0.205
5 H 0.204
6 H 0.213
7 H 0.192
8 H 0.199
9 H 0.205
10 H 0.204
11 H 0.215
12 C -0.643
13 C -0.224
14 C -0.015
15 C -0.200
16 C -0.212
17 C -0.226
18 C -0.200
19 H 0.216
20 H 0.210
21 H 0.219
22 H 0.213
23 H 0.209
24 H 0.214
25 H 0.216
26 H 0.224


[6]
A 2-piece molecular cluster, C10H16 overall, computed with ωB97M-V/def2-TZVPD.

The SMILES is Cc1ccccc1.CCC. The value obtained for the relative energy (zero: lowest compared OMol25 entry of this formula, charge and spin) is 2.407 eV. The total energy comes out at -10627.3370 eV. As for the gap between HOMO and LUMO: 9.74 eV.

Structure (ORCA input):
```
! wB97M-V def2-TZVPD RIJCOSX def2/J DEFGRID3
* xyz 0 1
C 2.314 0.436 1.659
C 3.386 -0.304 2.347
C 1.695 1.449 2.560
H 2.850 1.068 0.837
H 1.683 -0.211 0.993
H 2.936 -0.731 3.290
H 0.647 1.588 2.387
H 1.814 1.159 3.615
H 2.038 2.721 2.494
H 3.567 -1.174 1.684
H 4.207 0.270 2.534
C -3.914 -0.860 -1.273
C 0.174 -0.015 -1.907
C -0.492 0.707 -0.914
C -0.459 -0.900 -2.812
C -1.833 0.437 -0.669
C -1.778 -1.172 -2.579
C -2.441 -0.592 -1.453
H 1.259 0.008 -2.079
H 0.108 1.404 -0.454
H 0.094 -1.382 -3.594
H -2.404 0.707 0.199
H -2.461 -1.676 -3.273
H -4.366 -0.040 -0.906
H -4.197 -1.551 -0.489
H -4.425 -1.345 -2.199
*
```

So, what does the natural (NBO) scheme give us? The charges, in e, come out as:
1 C -0.430
2 C -0.592
3 C -0.599
4 H 0.192
5 H 0.220
6 H 0.190
7 H 0.212
8 H 0.204
9 H 0.190
10 H 0.208
11 H 0.205
12 C -0.631
13 C -0.216
14 C -0.214
15 C -0.207
16 C -0.215
17 C -0.219
18 C -0.001
19 H 0.209
20 H 0.214
21 H 0.215
22 H 0.212
23 H 0.209
24 H 0.213
25 H 0.218
26 H 0.212


[7]
A 2-piece molecular cluster, C10H16 overall, computed with ωB97M-V/def2-TZVPD.

The SMILES is Cc1ccccc1.CCC. The value obtained for the relative energy (zero: lowest compared OMol25 entry of this formula, charge and spin) is 0.585 eV. The total energy comes out at -10629.1583 eV. As for the gap between HOMO and LUMO: 10.01 eV.

Structure (ORCA input):
```
! wB97M-V def2-TZVPD RIJCOSX def2/J DEFGRID3
* xyz 0 1
C 2.176 1.175 -1.387
C 2.915 -0.166 -1.197
C 2.120 2.097 -0.195
H 1.158 0.926 -1.654
H 2.540 1.634 -2.308
H 3.674 -0.042 -0.422
H 2.235 -0.969 -0.928
H 3.070 2.558 0.125
H 1.801 1.491 0.651
H 3.444 -0.441 -2.110
H 1.606 3.020 -0.480
C -1.863 -0.386 -1.539
C -1.624 -1.916 0.460
C -1.787 -0.635 -0.059
C -1.502 -2.161 1.818
C -1.926 0.416 0.851
C -1.605 -1.091 2.709
C -1.891 0.171 2.217
H -1.692 -2.780 -0.191
H -1.439 -3.164 2.212
H -1.991 -1.306 -2.106
H -0.960 0.140 -1.850
H -2.178 1.383 0.444
H -1.433 -1.224 3.767
H -2.165 0.972 2.899
H -2.684 0.297 -1.730
*
```

So, what does the natural (NBO) scheme give us? The charges, in e, come out as:
1 C -0.396
2 C -0.611
3 C -0.618
4 H 0.188
5 H 0.194
6 H 0.201
7 H 0.207
8 H 0.200
9 H 0.214
10 H 0.208
11 H 0.214
12 C -0.627
13 C -0.214
14 C -0.012
15 C -0.206
16 C -0.218
17 C -0.223
18 C -0.204
19 H 0.204
20 H 0.213
21 H 0.217
22 H 0.219
23 H 0.208
24 H 0.212
25 H 0.212
26 H 0.217


[8]
A 2-piece molecular cluster, C10H16 overall, computed with ωB97M-V/def2-TZVPD.

The SMILES is Cc1ccccc1.CCC. The value obtained for the relative energy (zero: lowest compared OMol25 entry of this formula, charge and spin) is 0.328 eV. The total energy comes out at -10629.4159 eV. As for the gap between HOMO and LUMO: 10.11 eV.

Structure (ORCA input):
```
! wB97M-V def2-TZVPD RIJCOSX def2/J DEFGRID3
* xyz 0 1
C 0.460 1.893 -1.385
C 1.766 0.457 0.249
C 1.181 0.642 -1.001
C 2.241 -0.771 0.664
C 2.185 -1.868 -0.199
C 1.257 -0.438 -1.875
C 1.713 -1.688 -1.484
H 1.814 1.273 0.965
H 2.718 -0.918 1.625
H 1.111 2.628 -1.844
H -0.064 2.372 -0.562
H 2.548 -2.819 0.167
H 0.900 -0.293 -2.890
H 1.711 -2.489 -2.211
H -0.319 1.679 -2.112
C -1.548 0.109 1.553
C -2.603 1.133 1.166
C -1.525 -1.119 0.599
H -0.552 0.529 1.710
H -1.768 -0.352 2.510
H -3.479 0.644 0.740
H -1.421 -0.874 -0.463
H -0.723 -1.801 0.873
H -2.213 1.830 0.426
H -2.870 1.757 2.020
H -2.521 -1.517 0.760
*
```

So, what does the natural (NBO) scheme give us? The charges, in e, come out as:
1 C -0.637
2 C -0.222
3 C -0.007
4 C -0.200
5 C -0.224
6 C -0.212
7 C -0.211
8 H 0.209
9 H 0.212
10 H 0.223
11 H 0.220
12 H 0.212
13 H 0.206
14 H 0.214
15 H 0.218
16 C -0.395
17 C -0.610
18 C -0.605
19 H 0.198
20 H 0.190
21 H 0.203
22 H 0.201
23 H 0.214
24 H 0.199
25 H 0.208
26 H 0.197